ORCA calculation (the ωB97M-V functional and the def2-TZVPD basis) on 2 unconnected molecules or ions with the total composition C12H16N2O.

The geometry in ORCA input format:
```
! RIJCOSX wB97M-V def2-TZVPD def2/J DEFGRID3
* xyz 0 1
C -0.24322 0.70465 2.17054
C -1.55765 0.25528 2.81769
C -2.22968 -0.71448 1.87009
C -2.95758 -0.52130 0.75340
N -3.11529 -1.78428 0.16368
C -2.44407 -2.63791 0.95690
N -1.90992 -2.05867 1.98832
H -0.30845 0.76384 1.09156
H 0.52329 -0.06031 2.27270
H 0.08260 1.68095 2.52322
H -1.36636 -0.43155 3.64207
H -2.20876 1.08399 3.08503
H -3.33959 0.29504 0.16710
H -3.47018 -1.80314 -0.77551
H -2.53072 -3.70643 0.81509
C 1.54323 2.47058 -2.99078
C 1.66049 1.27141 -2.10033
C 2.78946 1.02666 -1.33848
C 2.85641 -0.05057 -0.44910
C 1.78306 -0.92337 -0.40689
O 1.58677 -1.87492 0.56795
C 0.62731 -0.67344 -1.14193
C 0.59834 0.34470 -2.07457
H 0.56371 2.57628 -3.46039
H 2.28426 2.46495 -3.79943
H 1.69599 3.44393 -2.51013
H 3.65146 1.65861 -1.43559
H 3.80053 -0.34525 -0.05372
H 2.08744 -1.73488 1.38610
H -0.26766 -1.23902 -0.93234
H -0.18522 0.51865 -2.80227
*
```

structure (SMILES)	CCc1c[nH]cn1.Cc1ccc(O)cc1

=====

ORCA calculation (the ωB97M-V functional and the def2-TZVPD basis) on 2 unconnected molecules or ions with the total composition C2H8OS.

The geometry in ORCA input format:
```
! RIJCOSX wB97M-V def2-TZVPD def2/J DEFGRID3
* xyz 0 1
C -1.66617 -0.98336 1.84706
C -0.67651 0.20610 1.41438
S 0.50409 -0.28717 0.18000
H -1.03972 -1.90341 1.61353
H -2.65219 -0.94488 1.35978
H -1.93390 -0.93642 2.90667
H -1.18656 1.16408 1.29851
H 0.07980 0.31360 2.25730
H 1.58088 0.49995 0.48828
O 2.71307 0.79716 -4.38290
H 2.38673 1.67195 -4.28815
H 1.89049 0.40239 -4.69445
*
```

structure (SMILES)	CCS.O

=====

ORCA calculation (the ωB97M-V functional and the def2-TZVPD basis) on a molecular structure, C24H27FFeOS5.

The geometry in ORCA input format:
```
! RIJCOSX wB97M-V def2-TZVPD def2/J DEFGRID3
* xyz 1 2
Fe -0.24049 -0.70129 0.93529
C -0.17901 1.41677 -1.65479
C -1.39956 1.78085 -0.81235
S -2.08440 0.23582 -0.16057
C -3.21868 0.75806 1.15025
C -3.28549 -0.36606 2.17370
S -1.67070 -0.89753 2.81279
C -1.20154 0.51446 3.87504
C -0.37649 1.59786 3.18627
S 0.97944 0.76682 2.32149
C 1.60914 2.03722 1.19362
C 2.16489 1.34325 -0.04055
S 0.98853 0.24480 -0.87639
H 0.37348 2.31043 -1.94502
H -0.49693 0.92017 -2.57176
H -2.14027 2.28685 -1.43137
H -1.13843 2.42716 0.02534
H -4.20570 0.94012 0.72643
H -2.85679 1.68380 1.59666
H -3.70551 -1.27064 1.72907
H -3.91839 -0.08878 3.01658
H -0.62586 0.07152 4.68811
H -2.11002 0.92981 4.31134
H 0.01672 2.29058 3.93055
H -0.96491 2.15755 2.45932
H 2.39563 2.60595 1.68888
H 0.80038 2.72070 0.93483
H 2.99676 0.68588 0.22463
H 2.53413 2.06926 -0.76506
C -4.68114 -9.37224 1.06741
C -3.71384 -8.22404 1.13346
O -2.53540 -8.30343 0.94850
S -4.54391 -6.65785 1.50197
C -3.18572 -5.53536 1.34817
C -2.07888 -5.63389 2.18519
C -1.03123 -4.74055 2.05709
C -1.08625 -3.72224 1.10441
C -2.20324 -3.62026 0.27675
C -3.24051 -4.53161 0.38822
C 0.00294 -2.77402 0.99287
C 1.14547 -2.30985 0.91176
H -4.13683 -10.30540 1.18797
H -5.16369 -9.36396 0.08876
H -5.45579 -9.27870 1.82752
H -2.03568 -6.41583 2.93009
H -0.16401 -4.82243 2.69855
H -2.24257 -2.84104 -0.47477
H -4.09324 -4.47386 -0.27572
F 6.59239 -1.45042 0.36462
C 5.27880 -1.67854 0.50198
C 4.70477 -1.53266 1.75131
C 3.34506 -1.75670 1.88705
C 2.57321 -2.13238 0.78495
C 3.18806 -2.28159 -0.46059
C 4.54657 -2.05267 -0.60815
H 5.32128 -1.25375 2.59468
H 2.87602 -1.64514 2.85535
H 2.59433 -2.58104 -1.31375
H 5.04103 -2.16870 -1.56265
*
```

expectation value of S²	1.143

=====

ORCA calculation (the ωB97M-V functional and the def2-TZVPD basis) on a molecular structure, C25H40F3N4O10SSi2Tl.

The geometry in ORCA input format:
```
! RIJCOSX wB97M-V def2-TZVPD def2/J DEFGRID3
* xyz 0 1
Tl -0.41317 0.10786 -0.65037
O 0.98763 -3.35678 -3.50525
C 0.43855 -2.20492 -3.00634
O 0.51694 -2.00734 -1.75565
C 0.82961 -1.04806 -3.94082
O 0.03640 0.08916 -3.67581
C -1.28523 -0.13809 -4.11756
C -1.90625 -1.41640 -3.54615
O -3.10766 -1.45085 -3.33258
O -1.13510 -2.42005 -3.31171
H 0.84710 -4.05393 -2.85107
H 1.86431 -0.76995 -3.74430
H 0.72576 -1.38652 -4.97854
H -1.87950 0.72377 -3.80993
H -1.31050 -0.22428 -5.21821
C -0.63002 0.07479 4.80355
O -1.38821 1.06461 4.10723
C -1.42654 0.93154 2.77679
O -0.81133 0.09902 2.15303
N -2.24057 1.88148 2.24767
N -2.43181 2.01097 0.86885
H -0.75188 0.29928 5.86034
H 0.42336 0.13548 4.51826
H -1.01590 -0.92105 4.57674
H -2.70833 2.50604 2.89629
H -2.09984 2.91245 0.53594
H -3.41380 1.90464 0.62960
C 1.42870 -3.63941 0.61866
Si 2.73098 -2.26914 0.42081
C 3.62023 -2.22130 -1.26249
C 4.12610 -2.58946 1.73007
C 2.10474 -0.57889 0.97259
Si 2.95912 1.09243 0.89174
C 4.48182 1.13725 2.05478
C 1.76380 2.44223 1.55018
C 3.60020 1.46901 -0.87326
H 1.81547 -4.60606 0.30435
H 0.57186 -3.39519 0.00001
H 1.08769 -3.74241 1.64445
H 3.81815 -3.23196 -1.60414
H 4.56690 -1.69412 -1.22180
H 2.99214 -1.74497 -2.00353
H 4.54930 -3.57403 1.56389
H 3.73760 -2.55706 2.73989
H 4.92333 -1.86037 1.65334
H 1.26822 -0.63370 1.65981
H 4.21833 0.86584 3.07160
H 4.90255 2.13792 2.07684
H 5.26184 0.46295 1.71930
H 1.71478 2.38484 2.63404
H 0.75476 2.30735 1.17198
H 2.08733 3.44725 1.29107
H 4.54212 0.95697 -1.04243
H 3.78091 2.53135 -1.01785
H 2.90960 1.13439 -1.64192
F 1.16523 7.11808 -3.62699
C 0.08603 6.93914 -2.85228
F 0.31202 7.63392 -1.72237
F -0.93856 7.53499 -3.46826
C -0.16003 5.48110 -2.55517
C -1.37477 4.87140 -2.83618
C -1.52020 3.53582 -2.48641
N -0.56861 2.83307 -1.89854
C 0.59586 3.41317 -1.66009
C 0.85674 4.74001 -1.96612
H -2.17374 5.42216 -3.30442
H -2.44197 3.00649 -2.68031
H 1.34663 2.79395 -1.19614
H 1.81533 5.18235 -1.74662
N -3.02783 -0.94161 -0.57203
C -3.23951 -1.79769 0.51394
C -3.96417 -1.36611 1.62518
C -4.15822 -2.21142 2.70260
C -3.60833 -3.46855 2.65444
C -2.90776 -3.93819 1.56694
C -2.70633 -3.08859 0.49320
S -3.92827 -4.56785 4.08483
O -5.13199 -5.21618 3.58890
O -2.74542 -5.39568 4.16196
O -4.12465 -3.64355 5.18456
H -3.68539 -0.17348 -0.59744
H -3.03245 -1.43135 -1.46606
H -4.38984 -0.37339 1.63723
H -4.71237 -1.91631 3.57997
H -2.52356 -4.94539 1.58453
H -2.14647 -3.40487 -0.37482
*
```

=====

ORCA calculation (the ωB97M-V functional and the def2-TZVPD basis) on 2 unconnected molecules or ions with the total composition C2H8N2O.

The geometry in ORCA input format:
```
! RIJCOSX wB97M-V def2-TZVPD def2/J DEFGRID3
* xyz 0 1
C -2.84816 1.14688 -1.47874
O -3.19921 2.27629 -1.75318
H -3.37996 0.70708 -0.59634
H -2.78745 0.41292 -2.30901
N 2.55534 -0.63708 0.67855
C 1.13438 -0.35512 1.10837
N 0.16115 -0.80889 0.14160
H 2.77282 0.04498 -0.04937
H 3.07422 -0.28579 1.48373
H 0.96099 0.68713 1.38818
H 1.07115 -0.93049 2.03150
H 0.05951 -1.80771 0.11900
H 0.42523 -0.45020 -0.76428
*
```

structure (SMILES)	C=O.NCN

=====

ORCA calculation (the ωB97M-V functional and the def2-TZVPD basis) on a molecular structure, C30H46BrN3P2Pt.

The geometry in ORCA input format:
```
! RIJCOSX wB97M-V def2-TZVPD def2/J DEFGRID3
* xyz 4 5
N 5.59837 -4.05474 2.92735
C 4.38286 -4.61360 2.92037
C 3.61156 -4.69243 1.75278
C 4.11640 -4.13150 0.55408
C 5.41926 -3.59698 0.58631
C 6.11642 -3.56270 1.79966
C 3.30853 -4.00127 -0.65923
Pt -0.52498 0.55609 -1.39877
P -2.82589 2.27136 -0.73730
C 3.67997 -3.28234 -1.76646
C 2.70041 -2.55309 -2.51649
C 2.95409 -1.23535 -2.98515
C 1.92662 -0.29238 -2.92114
C 0.70936 -0.73234 -2.35569
C 0.33092 -2.07253 -2.59871
C 1.36874 -3.00060 -2.58012
Br -1.33404 1.98140 -3.28889
H 2.30903 -4.44371 -0.60637
H 4.72624 -3.11921 -2.02580
H 2.62051 -5.15217 1.79848
H 5.88100 -3.17263 -0.30581
H 4.01497 -5.01733 3.86495
H 7.11927 -3.13053 1.85062
H 3.97035 -0.96875 -3.25344
H 1.15940 -4.06590 -2.53679
H 2.04593 0.74619 -3.22050
H -0.72805 -2.31716 -2.68945
P 1.03319 1.17005 0.23465
C -4.06762 1.06687 -1.46383
C -5.32168 1.56762 -2.18063
H -4.36352 0.40996 -0.62876
H -3.48226 0.43547 -2.14781
H -6.03410 0.73555 -2.28208
H -5.83820 2.37129 -1.64105
H -5.09570 1.90099 -3.20483
C -2.62596 4.01401 -1.42741
C -3.63900 4.54082 -2.42728
H -1.64379 3.97197 -1.92858
H -2.50977 4.70920 -0.57856
H -3.12322 5.15990 -3.17990
H -4.17406 3.75124 -2.96582
H -4.37511 5.20316 -1.94580
C -3.53119 2.66557 0.91520
C -4.88752 3.36296 0.83918
H -2.78365 3.29402 1.42569
H -3.60448 1.72128 1.47570
H -5.07596 3.90661 1.76927
H -4.94491 4.08516 0.01744
H -5.69787 2.63226 0.72899
C 0.73834 1.63000 2.00945
C -0.08597 2.86694 2.31990
H 1.76758 1.78675 2.37157
H 0.34391 0.74347 2.52523
H 0.22390 3.24320 3.30618
H 0.06004 3.68039 1.59425
H -1.16114 2.64972 2.38793
C 1.88737 2.72471 -0.25627
C 2.75728 2.72442 -1.50157
H 2.49558 2.98976 0.62868
H 1.09564 3.48612 -0.34321
H 3.33807 3.65592 -1.51276
H 3.46475 1.88871 -1.52053
H 2.15438 2.70146 -2.41784
C 2.35389 -0.11431 0.41580
C 2.52970 -0.81081 1.76625
H 3.27408 0.41796 0.12817
H 2.17702 -0.86621 -0.36855
H 3.38060 -1.49996 1.68377
H 2.74619 -0.10805 2.58175
H 1.64641 -1.40544 2.03622
N -2.75632 -3.34573 3.26141
C -2.26491 -2.52290 2.29560
C -2.23956 -1.12265 2.44651
C -1.73837 -0.33789 1.40791
N -1.25056 -0.85571 0.26007
C -1.25689 -2.19312 0.12528
C -1.73605 -3.05856 1.10759
H -3.15136 -2.98108 4.11381
H -2.79693 -4.34462 3.13116
H -2.58766 -0.65689 3.36904
H -1.72858 0.75148 1.49194
H -0.87007 -2.60579 -0.79635
H -1.68123 -4.13303 0.93936
*
```

expectation value of S²	6.107

=====

Computed energy relative to the best compared isomer or geometry (same formula, charge and spin), in the same sequence as the records: 35.8, 18.9, 0.0, 54.2, 65.5, 0.0 kcal/mol.
Computed E, in the same sequence as the records: -17730.573, -15085.657, -118648.427, -92445.037, -7229.488, -128149.082 eV.